Entry from OMol25: a cluster of 2 separate species, C8H11BrN3O2 in total in a non-equilibrium geometry (ωB97M-V/def2-TZVPD).

```
! RIJCOSX wB97M-V def2-TZVPD def2/J DEFGRID3
* xyz -1 1
C -0.663 -3.763 -3.082
C -1.457 1.514 0.147
C -1.530 0.023 -0.064
C -0.204 1.283 0.912
C 2.268 -2.354 0.846
C -0.214 -0.154 0.607
C 4.229 -1.360 1.529
C 0.801 -0.705 -0.393
N 3.914 -0.322 0.970
N 2.781 -0.096 0.375
N 2.005 -1.195 0.307
O -0.676 -3.387 -1.958
O -0.656 -4.642 -3.861
Br -0.375 -1.801 -4.375
H -1.373 2.010 -0.745
H -2.272 1.900 0.661
H -2.431 -0.317 0.346
H -1.458 -0.161 -1.062
H 0.645 1.846 0.388
H -0.365 1.512 1.923
H 1.515 -3.017 1.078
H -0.147 -0.805 1.492
H 5.018 -1.891 1.953
H 0.368 -1.647 -0.744
H 0.884 -0.048 -1.246
*
```

Properties
**Frontier orbital gap**: 8.0 eV
**Maximum force**: 6.140 eV Å⁻¹
**Energy above the lowest of the compared OMol25 structures with the same formula, charge and spin**: 4.769 eV
**E_LUMO**: 0.1186 Ha

Mulliken atomic charge list, values in e, 5 entries: number 1, C, carries 0.65; number 2, C, carries -0.61; number 3, C, carries -1.12; number 4, C, carries -0.69; number 5, C, carries -0.43

=====

Entry from OMol25: a cluster of 2 separate species, C2H3ClS2 in total in a non-equilibrium geometry (ωB97M-V/def2-TZVPD).

```
! RIJCOSX wB97M-V def2-TZVPD def2/J DEFGRID3
* xyz 0 1
C 1.512 -0.497 -0.015
C -1.215 -0.132 -0.016
S 3.065 -0.509 -0.040
S 0.116 -1.355 0.019
Cl 0.892 2.208 0.128
H -1.646 -0.112 -1.012
H -0.760 0.835 0.227
H -1.964 -0.438 0.709
*
```

Properties
**Frontier orbital gap (spin up / spin down)**: 6.9 / 6.9 eV
**Maximum force**: 2.044 eV Å⁻¹
**Energy above the lowest of the compared OMol25 structures with the same formula, charge and spin**: 1.802 eV
**E_LUMO (spin up / spin down)**: -0.0763 / -0.0763 Ha

Mulliken atomic charge list, values in e, 5 entries: number 1, C, carries 0.38; number 2, C, carries -0.47; number 3, S, carries -0.06; number 4, S, carries 0.09; number 5, Cl, carries -0.60

=====

Entry from OMol25: an isolated molecule of C3H9NS in a non-equilibrium geometry (ωB97M-V/def2-TZVPD).

```
! RIJCOSX wB97M-V def2-TZVPD def2/J DEFGRID3
* xyz 0 1
C -1.782 0.539 1.422
C -0.138 -0.166 -0.866
C 1.352 -0.092 -1.291
H -2.718 0.554 0.723
H -1.655 -0.492 1.843
H -2.018 1.101 2.317
H -0.458 -1.176 -0.297
H -0.784 0.069 -1.688
H 1.455 -0.787 -2.158
H 1.420 1.037 -1.439
H 1.890 -1.394 0.235
H 1.606 0.265 0.750
N 2.141 -0.414 -0.128
S -0.311 0.955 0.577
*
```

Properties
**Frontier orbital gap**: 9.4 eV
**Maximum force**: 4.664 eV Å⁻¹
**SMILES**: CSCCN
**Energy above the lowest of the compared OMol25 structures with the same formula, charge and spin**: 2.022 eV
**E_LUMO**: 0.0333 Ha

Mulliken atomic charge list, values in e, 5 entries: number 1, C, carries -0.82; number 2, C, carries -0.60; number 3, C, carries -0.41; number 4, H, carries 0.25; number 5, H, carries 0.27

=====

Entry from OMol25: a structure of composition C5H7BrO2 in a non-equilibrium geometry (ωB97M-V/def2-TZVPD).

```
! RIJCOSX wB97M-V def2-TZVPD def2/J DEFGRID3
* xyz 0 1
C 2.577 -0.574 -1.299
C 1.585 -1.012 -0.590
C -0.394 0.129 0.470
C -2.220 1.253 1.324
C 0.194 -0.443 -0.788
O -0.047 -0.293 1.569
O -1.323 0.951 0.236
Br -1.039 -1.827 -1.170
H 3.588 -0.885 -1.094
H 2.509 0.371 -1.895
H 1.793 -1.800 0.163
H -2.872 0.275 1.498
H -2.831 2.150 1.070
H -1.583 1.461 2.245
H 0.063 0.242 -1.738
*
```

Properties
**Frontier orbital gap**: 10.8 eV
**Maximum force**: 4.296 eV Å⁻¹
**Energy above the lowest of the compared OMol25 structures with the same formula, charge and spin**: 0.000 eV
**E_LUMO**: 0.0270 Ha

Mulliken atomic charge list, values in e, 5 entries: number 1, C, carries -0.68; number 2, C, carries -0.22; number 3, C, carries 0.41; number 4, C, carries -0.58; number 5, C, carries 0.17